The molecule C21H31N3O3, computed with the ωB97M-V functional and the def2-TZVPD basis.

The geometry in XYZ format:
```
58
Properties=species:S:1:pos:R:3:forces:R:3
O 0.969 -2.915 1.891 0.1 -0.1 0.2
H 0.183 1.047 -5.977 0.1 0.0 0.1
H -2.792 -0.051 1.152 -0.1 0.0 -0.1
C -1.015 2.329 0.140 0.1 0.1 0.3
C 0.613 -2.076 1.076 -0.2 0.0 -0.1
H 2.313 1.970 -2.529 0.0 -0.1 0.0
H 0.183 2.087 -3.922 0.0 0.0 0.0
H 1.224 2.373 2.775 0.1 0.0 0.1
H 4.941 -0.605 0.925 0.1 0.0 0.1
C 0.248 0.312 -5.171 0.0 0.2 0.1
H -1.046 0.862 -3.528 0.1 0.1 0.0
H -1.267 2.409 3.581 -0.1 0.0 0.0
H -1.745 -1.909 4.713 0.0 0.0 0.0
H -1.681 0.430 4.732 0.1 0.0 -0.1
H -1.359 -2.525 -5.161 0.0 -0.1 0.0
C 2.604 0.183 -1.347 -0.3 -0.2 0.1
H 0.343 -2.263 -4.700 0.0 0.0 0.0
H 0.868 1.009 1.713 0.0 -0.1 0.0
H 2.799 0.547 -3.467 0.0 0.0 0.1
N -1.433 0.554 2.630 -0.2 0.0 0.1
H -0.428 -2.039 3.550 0.0 -0.1 0.0
C -0.550 2.618 1.563 0.0 0.0 0.0
C -2.624 -0.166 2.224 -0.2 -0.1 0.0
N 0.820 0.515 -2.746 0.1 0.0 0.0
C -1.341 -1.500 3.788 0.0 0.1 0.1
C 2.205 0.881 -2.608 0.2 0.1 -0.1
C 1.503 -0.505 -0.823 0.6 0.1 0.2
O -0.702 -0.661 -5.503 -0.1 0.1 -0.1
C 3.985 -0.569 0.424 0.0 0.1 -0.2
C 0.361 -0.255 -1.732 -0.3 0.0 -0.2
H 3.024 -1.859 1.839 0.0 0.0 0.0
C -0.002 1.014 -3.815 -0.2 -0.2 -0.4
H -0.019 0.214 4.133 0.0 0.0 0.1
H -3.267 -2.112 2.947 0.0 0.0 0.0
C -1.515 2.003 2.593 0.2 0.3 -0.2
H 4.671 0.715 -1.164 0.1 0.1 0.0
C 3.841 0.169 -0.740 -0.1 0.0 0.0
H -0.323 2.758 -0.583 0.1 0.0 -0.1
H -1.068 1.258 -0.022 0.0 -0.2 -0.1
N -0.666 -1.794 0.810 -0.1 0.0 -0.1
C 0.865 2.093 1.788 -0.2 0.2 0.0
H 1.550 2.498 1.045 0.1 0.0 -0.1
H -3.523 0.202 2.754 0.0 0.0 -0.1
C 2.911 -1.268 0.942 -0.2 -0.1 0.1
C -1.067 -0.001 3.919 0.1 -0.1 0.2
C 1.647 -1.256 0.349 0.4 0.0 -0.1
H -1.410 -3.409 1.860 -0.1 0.1 -0.1
C -2.346 -1.622 2.624 0.0 -0.1 -0.2
H -2.538 2.325 2.356 0.0 0.0 0.1
H -2.000 2.756 -0.036 -0.1 0.0 -0.1
H -2.547 -2.640 0.722 0.1 0.0 0.0
H -0.556 3.704 1.717 0.0 0.0 0.0
H 1.260 -0.125 -5.174 0.0 0.1 0.0
O -0.803 -0.627 -1.647 -0.2 0.0 0.1
C -0.663 -1.824 -4.706 0.0 -0.1 0.1
C -1.768 -2.453 1.467 -0.2 -0.1 0.4
H -0.974 -1.628 -3.676 0.0 0.0 -0.1
H -0.896 -1.180 0.036 0.2 0.0 -0.1
```
Forces are in eV/Å.

Computed properties:
HOMO energy in eV: -8.149
Energy in eV: -32894.0009
Frontier orbital gap in eV: 8.36
Structure (SMILES): COCCN1Cc2cccc(C(=O)NC[C@H]3CCN(CC(C)C)C3)c2C1=O
Relative energy (zero: lowest compared OMol25 entry of this formula, charge and spin) in kcal/mol: 31.5
2S+1: 1
LUMO energy in eV: 0.22